13 unconnected molecules or ions with the total composition C37H94B2FN2O20 in a non-equilibrium geometry, computed with wB97M-V/def2-TZVPD.

The geometry in XYZ format:
```
156
Properties=species:S:1:pos:R:3:forces:R:3:lowdin_charge:R:1
C 2.0097 0.2577 4.6006 0.0 0.0 -0.2 -0.0780
C 1.5250 -0.9647 3.7869 0.4 -0.2 0.3 -0.1391
B 2.4115 -1.3159 2.5396 0.0 0.3 -0.1 -0.3987
O 3.6747 -1.8329 2.7740 -0.5 -0.4 0.2 0.1485
C 1.9108 -1.2169 1.0250 0.3 -0.4 0.1 -0.2941
N 3.0978 -1.0810 0.1031 -0.3 0.4 0.1 0.2468
C 3.7425 -0.0669 0.0839 -0.1 -0.6 0.5 -0.3025
O 4.4254 0.8842 0.1118 0.4 0.4 -0.5 0.1516
O 1.3527 -2.5015 0.8959 -0.1 0.0 0.0 0.0782
B -0.1737 -2.3577 1.0678 0.7 0.0 -0.3 -0.8536
O -0.7621 -2.8749 -0.1627 -0.2 -0.1 0.3 -0.0006
C -2.1596 -3.0568 -0.2203 -0.3 -0.1 -0.4 -0.1775
C -2.9609 -1.7577 -0.4680 0.1 0.1 0.0 -0.2978
C -4.0570 -1.9439 -1.5374 -0.1 -0.1 0.1 -0.0497
C -3.4748 -1.0611 0.8005 -0.3 0.1 -0.1 -0.1476
C -4.8141 -1.5153 1.4193 0.3 0.0 0.6 -0.3959
C -4.8245 -1.0336 2.8873 0.0 -0.3 0.0 -0.0812
C -5.0697 -3.0275 1.3913 -0.5 0.0 -0.1 -0.0679
C -0.5321 -3.2178 2.4100 -0.2 -0.4 -0.1 -0.1901
C -0.4626 -4.7300 2.1735 0.3 0.0 0.1 -0.0334
F -1.8368 -2.9193 2.9539 0.0 0.1 0.1 -0.0836
O -0.3249 -0.9002 1.2161 -0.2 -0.1 -0.2 0.0471
C 0.7906 -0.2266 0.6676 -0.5 0.2 0.4 -0.3542
C 0.8696 1.1647 1.3621 0.1 0.1 0.1 -0.0766
C -0.3599 1.4994 2.2095 0.3 0.7 -0.1 -0.1761
C -0.4098 2.9845 2.6155 -0.1 0.1 -0.1 -0.1677
C -1.8508 3.4982 2.7921 0.7 0.4 0.0 -0.1503
N -2.2645 4.3623 1.6512 -1.0 -0.8 0.0 -0.0938
C -2.3126 3.5725 0.4183 0.3 0.0 0.0 -0.0691
C -3.4736 5.0072 1.9797 0.3 0.4 0.1 -0.4913
C -4.7037 4.7473 1.1457 0.1 0.0 -0.3 -0.0015
O -3.5263 5.7500 2.9389 -0.1 -0.2 0.1 0.0486
C 0.6105 0.0455 -0.8471 0.1 -0.6 -0.2 -0.0669
C 0.8571 -1.1093 -1.8439 0.0 0.1 -0.3 -0.1391
C 2.0315 -0.8484 -2.8190 0.3 0.3 0.1 -0.0946
C 2.6268 -2.1567 -3.2417 -0.2 0.1 -0.4 -0.4990
O 2.1552 -2.9090 -4.0558 0.0 -0.1 0.2 0.1059
O 3.7827 -2.4674 -2.5888 -0.5 -0.1 0.5 0.0605
H 1.3793 1.1271 4.4030 0.0 0.0 0.1 0.0524
H 3.0323 0.5444 4.3402 0.0 0.0 0.1 0.0731
H 1.9791 0.0577 5.6711 -0.1 0.0 0.0 0.0688
H 1.6177 -1.8439 4.4359 -0.1 0.0 0.0 0.1062
H 0.4746 -0.8919 3.5193 0.1 0.2 0.0 0.0716
H 3.8777 -2.4867 2.0943 0.3 0.4 -0.3 0.1046
H -2.5456 -3.5894 0.6575 0.1 0.1 0.1 0.1112
H -2.3400 -3.7052 -1.0798 0.0 0.0 0.1 0.0955
H -2.2207 -1.0763 -0.8981 0.0 0.0 0.1 0.1200
H -4.3811 -2.9870 -1.6032 0.0 0.0 0.0 0.0713
H -3.6974 -1.6754 -2.5320 0.0 0.0 0.0 0.0629
H -4.9490 -1.3510 -1.3185 0.1 0.1 0.0 0.0688
H -3.6090 0.0002 0.5437 0.1 0.0 0.1 0.1113
H -2.7114 -1.0884 1.5785 0.1 -0.1 -0.1 0.0956
H -5.6559 -1.0059 0.9411 0.2 -0.1 -0.4 0.1172
H -4.2540 -0.1100 3.0097 -0.2 0.1 0.0 0.0663
H -5.8398 -0.9039 3.2713 0.0 0.1 0.0 0.0699
H -4.3361 -1.7828 3.5171 0.1 0.1 0.0 0.0658
H -4.6167 -3.5280 2.2495 0.2 0.0 -0.1 0.0729
H -6.1476 -3.2189 1.4447 0.0 0.0 0.1 0.0748
H -4.7183 -3.5096 0.4816 0.0 0.0 0.0 0.0538
H 0.1514 -2.9751 3.2251 -0.1 0.1 0.0 0.1012
H 0.4385 -5.1432 2.6362 0.0 0.0 0.0 0.0739
H -1.3191 -5.2243 2.6363 0.0 0.0 -0.1 0.0780
H -0.4161 -4.9715 1.1111 -0.2 0.0 0.0 0.0725
H 1.7549 1.2719 2.0025 0.1 -0.1 -0.1 0.1225
H 0.9615 1.9441 0.5995 0.1 0.0 0.0 0.1080
H -1.2656 1.3001 1.6371 0.0 -0.4 0.1 0.0981
H -0.3415 0.8984 3.1159 -0.4 -0.2 -0.1 0.0998
H 0.0425 3.6261 1.8520 0.1 -0.1 0.0 0.0909
H 0.1594 3.1568 3.5327 0.0 0.0 0.0 0.1068
H -1.9338 4.1080 3.6871 -0.1 -0.1 0.0 0.1127
H -2.5379 2.6423 2.8429 0.0 0.0 0.2 0.1243
H -2.9298 2.6692 0.5186 -0.1 0.1 -0.1 0.0860
H -2.6657 4.1816 -0.4111 0.0 -0.1 0.0 0.0871
H -1.3033 3.2386 0.1757 0.0 0.1 0.0 0.0846
H -5.5437 5.2654 1.5977 0.0 0.0 0.0 0.0831
H -4.9023 3.6738 1.0906 0.0 0.0 0.1 0.0857
H -4.5664 5.0841 0.1165 -0.1 0.1 0.1 0.0804
H -0.4404 0.3388 -0.9257 0.1 0.3 0.0 0.1228
H 1.2375 0.8913 -1.1447 -0.1 0.1 0.1 0.1121
H 1.0028 -2.0545 -1.3324 0.0 0.0 0.1 0.1009
H -0.0334 -1.2274 -2.4638 0.0 -0.2 0.1 0.1171
H 2.8056 -0.2412 -2.3466 -0.1 -0.1 0.0 0.0984
H 1.6856 -0.3124 -3.7042 0.0 -0.1 0.0 0.1259
H 3.8684 -3.4311 -2.6158 0.1 0.0 -0.3 0.1182
C -1.6221 -5.7125 -3.6730 0.1 0.0 0.1 -0.1469
O -1.4303 -4.4775 -3.0048 0.1 -0.2 -0.3 -0.1244
H -2.5142 -5.6166 -4.2869 0.0 0.0 0.0 0.0533
H -0.7742 -5.9609 -4.3193 0.0 0.0 0.0 0.0803
H -1.7782 -6.5319 -2.9648 0.0 0.0 0.0 0.0801
H -0.6425 -4.5586 -2.4550 0.0 0.3 0.1 0.0847
C 6.6212 -3.5181 -3.1108 -0.1 0.3 0.0 -0.1553
O 6.4234 -2.1245 -3.3004 0.3 -0.1 0.0 -0.1390
H 7.5534 -3.7857 -3.6034 0.0 0.0 0.0 0.0797
H 6.7059 -3.7706 -2.0526 0.0 -0.1 0.0 0.0655
H 5.8101 -4.1016 -3.5601 0.1 -0.1 -0.1 0.0731
H 5.5955 -1.8874 -2.8643 0.0 -0.1 -0.1 0.0385
C 8.1911 -5.0007 0.5659 0.0 0.0 -0.1 -0.1594
O 8.5773 -5.0700 -0.8013 0.1 0.0 0.1 -0.1344
H 7.3442 -5.6711 0.6915 0.0 0.0 0.0 0.0779
H 8.9962 -5.3255 1.2305 0.0 0.0 0.0 0.0730
H 7.8819 -3.9908 0.8478 0.0 0.0 0.0 0.0754
H 9.3230 -4.4780 -0.9309 0.0 0.0 0.0 0.0749
C 5.6569 3.5968 0.4771 0.0 0.1 0.2 -0.1688
O 6.6238 4.5803 0.8573 0.0 0.1 -0.2 -0.1149
H 4.6797 3.9337 0.8214 0.0 0.0 0.0 0.0895
H 5.6350 3.4879 -0.6072 -0.1 -0.2 0.0 0.0645
H 5.8755 2.6339 0.9337 0.0 0.0 0.1 0.0668
H 7.4751 4.2640 0.5375 0.0 0.0 0.0 0.0765
C 7.8036 0.4493 -1.5600 -0.1 0.1 0.0 -0.1423
O 7.2936 1.7055 -1.1274 0.1 -0.1 0.1 -0.1403
H 8.7701 0.6173 -2.0321 0.0 0.1 0.0 0.0768
H 7.9391 -0.2342 -0.7154 0.0 0.0 0.0 0.0788
H 7.1372 -0.0157 -2.2841 0.1 -0.1 -0.1 0.0581
H 6.4475 1.5251 -0.7018 0.0 0.1 -0.1 0.0163
C -3.5142 -3.3784 -6.0182 0.3 0.1 0.1 -0.1460
O -2.9641 -2.4916 -5.0588 -0.2 0.0 -0.3 -0.1190
H -4.5389 -3.0640 -6.2141 0.0 0.0 0.0 0.0610
H -2.9514 -3.3484 -6.9560 -0.1 -0.1 -0.1 0.0831
H -3.5359 -4.4036 -5.6433 -0.1 0.0 -0.1 0.0606
H -2.0640 -2.7769 -4.8627 -0.1 0.0 0.3 0.0711
C -3.2301 8.8895 2.9047 0.1 0.1 0.0 -0.1636
O -2.6020 10.0677 2.3947 -0.1 0.0 0.0 -0.1354
H -4.0175 8.6147 2.2082 0.0 0.0 0.0 0.0741
H -2.5313 8.0571 2.9801 0.0 0.0 0.0 0.0625
H -3.6786 9.0749 3.8845 0.0 -0.1 0.0 0.0762
H -1.8982 10.3098 3.0013 0.0 0.0 0.0 0.0642
C -6.8777 -0.9112 -6.3674 0.1 0.0 0.0 -0.1633
O -6.1302 -0.8999 -5.1631 0.0 0.0 -0.2 -0.1258
H -7.8319 -0.4298 -6.1613 0.0 0.0 0.0 0.0718
H -6.3717 -0.3580 -7.1643 0.0 0.0 0.0 0.0766
H -7.0706 -1.9308 -6.7164 0.0 0.0 0.0 0.0739
H -5.2820 -1.3215 -5.3384 0.1 0.1 0.2 0.0460
C -8.2720 -0.6023 -2.6020 0.2 0.1 0.1 -0.1679
O -7.7485 0.5377 -1.9305 -0.1 0.0 0.0 -0.1265
H -8.8924 -1.1396 -1.8875 0.0 0.0 0.0 0.0755
H -8.8888 -0.3069 -3.4568 0.0 -0.1 0.0 0.0702
H -7.4673 -1.2535 -2.9455 -0.1 -0.1 -0.1 0.0614
H -7.1871 1.0060 -2.5549 0.1 0.0 0.0 0.0695
C 2.0129 6.0768 1.2249 -0.1 0.1 -0.2 -0.1592
O 1.9832 5.3123 0.0302 0.0 -0.1 0.0 -0.1301
H 1.4183 5.5367 1.9581 0.0 0.0 0.0 0.0640
H 3.0292 6.2044 1.6096 0.0 0.0 0.0 0.0737
H 1.5590 7.0608 1.0741 0.0 0.0 0.1 0.0754
H 2.4951 5.7587 -0.6525 0.1 0.0 0.1 0.0631
C 6.0146 6.0865 -2.8616 0.0 0.0 0.0 -0.1575
O 5.0740 5.4947 -1.9820 0.0 0.2 0.0 -0.1274
H 5.4934 6.3096 -3.7906 0.0 0.0 0.0 0.0749
H 6.4199 7.0181 -2.4547 0.0 0.0 0.0 0.0754
H 6.8423 5.4053 -3.0803 0.0 0.0 0.0 0.0779
H 5.5322 5.2922 -1.1597 0.0 0.1 0.1 0.0296
C -0.9635 -2.6868 6.6811 0.0 0.1 -0.1 -0.1621
O -0.6854 -1.5017 5.9578 -0.1 -0.1 0.0 -0.1244
H -0.6525 -2.5162 7.7107 0.0 0.0 0.0 0.0725
H -2.0306 -2.9283 6.6726 0.0 0.0 0.0 0.0746
H -0.4076 -3.5421 6.2841 0.0 0.0 0.0 0.0758
H -0.9539 -1.6493 5.0423 0.0 0.0 0.0 0.0548
```
Positions in Å, forces in eV/Å.

HOMO-LUMO gap   8.00 eV
HOMO level   -6.00 eV
Electronic energy   -87895.8134 eV
Net charge   -1